<P>
The following is a quantum chemistry calculation of a cluster of 9 separate species, C49H124N10O17 in total, from OMol25.

Values from the calculation:
E_HOMO: -8.14 eV
LUMO level: 0.5 eV
HOMO-LUMO gap: 8.67 eV

```
! wB97M-V def2-TZVPD RIJCOSX def2/J DEFGRID3
* xyz 0 1
C -0.548 -0.137 -0.822
O -0.061 -0.873 0.038
N -0.083 1.116 -1.075
N -1.668 -0.441 -1.563
H -0.746 1.784 -1.435
H 0.621 1.431 -0.424
H -2.122 -1.212 -1.095
H -2.067 0.346 -2.046
C -7.133 -0.593 -1.832
O -5.969 0.023 -1.316
C -5.556 -0.488 -0.051
C -4.932 -1.853 -0.179
N -5.817 -2.916 0.401
C -6.104 -2.974 1.833
C -7.381 -3.702 2.234
O -7.202 -5.038 1.765
C -8.325 -5.855 2.001
H -7.500 -1.488 -1.322
H -6.924 -0.982 -2.834
H -7.971 0.099 -1.922
H -6.409 -0.371 0.624
H -4.834 0.251 0.308
H -3.945 -2.040 0.256
H -4.947 -2.181 -1.216
H -5.314 -3.773 0.200
H -6.194 -1.940 2.186
H -5.298 -3.421 2.425
H -8.259 -3.246 1.770
H -7.429 -3.746 3.325
H -8.772 -6.271 1.095
H -9.147 -5.399 2.560
H -8.039 -6.721 2.605
C -1.512 -2.548 2.032
O -1.030 -2.428 3.355
C 0.260 -3.038 3.525
C 0.909 -2.725 4.911
N 1.897 -3.710 5.342
C 3.054 -3.847 4.457
C 3.827 -5.078 4.973
O 3.078 -6.233 4.629
C 3.557 -6.938 3.512
H -2.301 -1.805 1.886
H -1.962 -3.525 1.838
H -0.761 -2.288 1.280
H 0.924 -2.625 2.761
H 0.173 -4.113 3.350
H 0.138 -2.593 5.668
H 1.494 -1.810 4.811
H 1.440 -4.599 5.502
H 3.728 -2.995 4.582
H 2.677 -3.931 3.435
H 3.972 -4.949 6.047
H 4.846 -5.150 4.579
H 3.363 -6.425 2.562
H 2.923 -7.826 3.497
H 4.605 -7.248 3.515
C -2.897 4.379 -0.320
O -2.260 3.176 -0.061
C -2.555 2.622 1.217
C -1.829 3.362 2.355
N -1.590 2.602 3.600
C -0.724 1.469 3.335
C -0.222 0.794 4.620
O 0.770 1.610 5.215
C 0.940 1.338 6.583
H -2.721 5.222 0.360
H -3.974 4.132 -0.376
H -2.714 4.816 -1.306
H -2.113 1.625 1.164
H -3.628 2.431 1.310
H -2.408 4.222 2.711
H -0.887 3.813 2.041
H -2.523 2.224 3.773
H 0.114 1.820 2.718
H -1.118 0.743 2.610
H 0.239 -0.110 4.216
H -1.098 0.546 5.222
H 1.670 2.006 7.039
H 1.349 0.332 6.745
H -0.011 1.446 7.113
C 9.309 0.236 3.751
O 8.446 1.334 3.782
C 7.842 1.669 5.024
C 6.580 2.503 5.073
N 5.401 1.666 4.788
C 5.379 1.019 3.441
C 4.038 0.312 3.351
O 3.840 -0.020 1.976
C 2.481 0.049 1.532
H 8.751 -0.708 3.747
H 10.089 0.244 4.514
H 9.826 0.200 2.791
H 8.582 1.958 5.784
H 7.644 0.666 5.435
H 6.499 3.444 4.509
H 6.442 2.897 6.084
H 4.610 2.296 4.876
H 6.209 0.319 3.442
H 5.507 1.872 2.769
H 3.325 0.850 3.981
H 4.163 -0.672 3.815
H 1.899 -0.583 2.210
H 2.364 -0.357 0.534
H 2.054 1.051 1.639
C 0.286 -0.123 -7.482
O -1.110 -0.355 -7.382
C -1.882 0.556 -6.665
C -3.149 -0.067 -6.163
N -2.871 -1.057 -5.133
C -3.989 -1.893 -4.701
C -3.514 -2.935 -3.708
O -2.774 -3.957 -4.311
C -3.477 -5.191 -4.476
H 0.603 0.768 -8.029
H 0.655 -0.941 -8.103
H 0.691 -0.211 -6.473
H -2.114 1.441 -7.294
H -1.315 1.205 -5.975
H -3.776 -0.552 -6.925
H -3.759 0.779 -5.822
H -2.059 -1.544 -5.500
H -4.665 -2.108 -5.542
H -4.654 -1.191 -4.175
H -4.359 -3.121 -3.034
H -2.858 -2.397 -3.014
H -2.983 -5.665 -5.323
H -4.539 -5.097 -4.711
H -3.332 -5.793 -3.577
C -1.464 -4.092 -7.708
O -0.989 -4.911 -6.665
C 0.427 -4.787 -6.482
C 0.809 -3.473 -5.786
N 0.125 -3.241 -4.551
C 0.503 -4.125 -3.407
C 0.277 -3.251 -2.172
O 0.393 -3.987 -0.970
C -0.715 -4.812 -0.653
H -2.549 -4.060 -7.811
H -1.048 -4.459 -8.654
H -1.169 -3.048 -7.565
H 0.899 -4.937 -7.457
H 0.662 -5.599 -5.794
H 0.642 -2.627 -6.469
H 1.894 -3.316 -5.773
H -0.873 -3.362 -4.631
H 1.432 -4.671 -3.555
H -0.283 -4.889 -3.417
H -0.624 -2.635 -2.080
H 1.043 -2.471 -2.122
H -1.014 -5.422 -1.512
H -1.570 -4.136 -0.507
H -0.387 -5.391 0.203
C 1.061 4.779 -0.189
O 1.876 3.703 0.273
C 2.811 3.205 -0.681
C 3.907 4.265 -0.896
N 4.624 4.825 0.242
C 5.541 4.001 1.050
C 6.337 4.878 2.015
O 5.518 5.252 3.078
C 6.255 5.848 4.132
H 0.636 4.565 -1.169
H 1.538 5.762 -0.191
H 0.255 4.899 0.534
H 2.277 3.058 -1.628
H 3.179 2.237 -0.344
H 3.497 5.178 -1.335
H 4.564 3.847 -1.668
H 3.863 5.069 0.873
H 6.136 3.328 0.435
H 4.924 3.371 1.702
H 6.962 5.669 1.586
H 7.064 4.138 2.402
H 7.188 5.318 4.361
H 5.637 6.035 5.000
H 6.691 6.753 3.680
C -1.531 6.724 0.815
O -0.676 6.055 -0.093
C -0.293 6.858 -1.181
C 0.438 6.084 -2.252
N -0.214 4.963 -2.953
C 0.135 3.657 -2.353
C -0.752 2.598 -3.034
O -1.853 2.173 -2.250
C -2.846 1.528 -3.034
H -2.399 7.177 0.331
H -0.891 7.434 1.354
H -1.843 5.953 1.519
H 0.432 7.612 -0.834
H -1.154 7.458 -1.509
H 1.314 5.630 -1.777
H 0.813 6.811 -2.978
H -1.194 5.055 -2.691
H -0.137 3.680 -1.290
H 1.164 3.298 -2.355
H -0.148 1.692 -3.200
H -1.132 2.882 -4.020
H -2.378 0.630 -3.447
H -3.277 2.156 -3.820
H -3.707 1.230 -2.434
*
```

---

<Q>
The following is a quantum chemistry calculation of a cluster of 9 separate species, C49H124N10O17 in total, from OMol25.

Values from the calculation:
E_HOMO: -8.29 eV
LUMO level: 0.4 eV
HOMO-LUMO gap: 8.66 eV

```
! wB97M-V def2-TZVPD RIJCOSX def2/J DEFGRID3
* xyz 0 1
C -26.673 1.548 -19.239
O -25.822 1.606 -18.079
C -25.691 0.325 -17.476
C -26.938 -0.051 -16.626
N -26.934 0.552 -15.258
C -27.310 1.942 -15.304
C -27.544 2.378 -13.894
O -27.842 3.780 -13.898
C -28.040 4.298 -12.596
H -26.311 0.835 -19.980
H -26.683 2.562 -19.638
H -27.675 1.205 -18.981
H -24.823 0.184 -16.832
H -25.614 -0.362 -18.319
H -26.796 -1.126 -16.513
H -27.928 -0.006 -17.079
H -25.980 0.444 -14.945
H -28.315 1.958 -15.727
H -26.623 2.556 -15.886
H -26.629 2.368 -13.302
H -28.344 1.879 -13.347
H -28.873 3.762 -12.141
H -28.360 5.322 -12.785
H -27.174 4.225 -11.937
C -14.024 18.742 -19.733
O -13.795 17.563 -18.966
C -13.043 16.633 -19.738
C -12.961 15.382 -18.967
N -12.030 14.495 -19.678
C -11.992 13.068 -19.485
C -13.232 12.308 -19.963
O -14.204 12.491 -18.943
C -15.466 11.913 -19.109
H -14.369 19.452 -18.982
H -14.900 18.650 -20.375
H -13.078 19.092 -20.146
H -11.995 16.901 -19.869
H -13.624 16.436 -20.639
H -13.946 14.915 -18.960
H -12.636 15.490 -17.932
H -11.141 14.833 -19.339
H -11.799 12.744 -18.462
H -11.131 12.664 -20.019
H -13.178 11.219 -19.956
H -13.616 12.754 -20.880
H -16.075 12.373 -18.331
H -15.521 10.840 -18.921
H -15.993 12.032 -20.056
C -22.500 0.423 -12.908
O -22.257 0.795 -14.226
C -22.083 2.192 -14.446
C -21.489 2.459 -15.794
N -20.253 1.687 -16.005
C -19.570 1.842 -17.339
C -18.829 3.099 -17.532
O -19.701 4.211 -17.824
C -19.092 5.512 -17.787
H -23.489 0.776 -12.618
H -21.737 0.938 -12.324
H -22.327 -0.639 -12.730
H -21.424 2.672 -13.723
H -23.072 2.641 -14.359
H -21.289 3.530 -15.778
H -22.224 2.428 -16.598
H -20.532 0.726 -15.870
H -20.138 1.480 -18.197
H -18.814 1.067 -17.218
H -18.159 2.906 -18.370
H -18.208 3.333 -16.666
H -18.347 5.682 -18.564
H -18.649 5.775 -16.826
H -19.906 6.231 -17.876
C -21.686 7.006 -27.426
O -21.033 7.346 -26.241
C -20.811 8.705 -26.218
C -20.071 9.086 -24.912
N -21.102 8.955 -23.766
C -20.673 9.955 -22.770
C -21.454 9.731 -21.518
O -20.926 10.597 -20.479
C -21.664 10.623 -19.263
H -21.742 5.919 -27.473
H -21.241 7.346 -28.361
H -22.721 7.349 -27.433
H -21.698 9.338 -26.233
H -20.184 8.844 -27.099
H -19.847 10.151 -24.841
H -19.106 8.603 -24.759
H -22.028 9.248 -24.044
H -20.971 10.954 -23.089
H -19.621 9.909 -22.486
H -21.269 8.715 -21.169
H -22.537 9.755 -21.632
H -21.823 9.584 -18.976
H -22.634 11.078 -19.464
H -21.096 11.218 -18.548
C -18.284 -3.163 -13.758
O -17.144 -2.778 -14.583
C -16.330 -1.780 -14.078
C -15.271 -1.382 -15.144
N -14.503 -2.514 -15.625
C -13.598 -2.118 -16.719
C -12.982 -3.397 -17.182
O -13.847 -4.175 -17.963
C -13.456 -5.483 -18.150
H -19.068 -2.408 -13.817
H -18.049 -3.223 -12.695
H -18.729 -4.100 -14.093
H -15.876 -2.035 -13.121
H -16.983 -0.936 -13.855
H -14.495 -0.717 -14.765
H -15.811 -0.870 -15.940
H -15.150 -3.225 -15.936
H -12.856 -1.389 -16.395
H -14.130 -1.689 -17.569
H -12.625 -4.003 -16.349
H -12.106 -3.153 -17.783
H -14.210 -5.960 -18.775
H -13.567 -6.040 -17.219
H -12.445 -5.558 -18.552
C -19.642 8.127 -13.210
O -19.582 6.799 -12.699
C -18.499 6.038 -13.129
C -18.193 4.998 -11.959
N -17.479 3.844 -12.544
C -16.002 3.914 -12.762
C -15.190 3.701 -11.473
O -13.831 3.745 -11.845
C -12.994 3.677 -10.687
H -20.459 8.738 -12.824
H -19.811 8.102 -14.286
H -18.740 8.721 -13.060
H -17.628 6.683 -13.235
H -18.764 5.566 -14.076
H -19.204 4.729 -11.651
H -17.727 5.404 -11.061
H -18.062 3.330 -13.190
H -15.665 4.840 -13.228
H -15.653 3.059 -13.340
H -15.562 2.760 -11.068
H -15.417 4.512 -10.780
H -13.289 4.449 -9.976
H -11.937 3.708 -10.952
H -13.303 2.766 -10.175
C -12.544 3.593 -18.834
O -12.872 4.145 -17.579
C -12.391 3.540 -16.394
C -10.818 3.600 -16.255
N -10.249 4.955 -16.289
C -10.551 5.725 -15.032
C -9.537 6.881 -14.903
O -9.783 7.349 -13.568
C -8.606 7.780 -12.893
H -11.485 3.392 -18.994
H -13.020 4.248 -19.563
H -13.035 2.622 -18.775
H -12.795 2.529 -16.355
H -12.905 4.019 -15.561
H -10.278 3.100 -17.058
H -10.481 3.189 -15.303
H -10.707 5.578 -16.938
H -10.612 5.166 -14.099
H -11.547 6.163 -15.105
H -9.652 7.676 -15.640
H -8.511 6.535 -15.028
H -8.088 8.538 -13.482
H -7.993 6.946 -12.552
H -8.776 8.280 -11.939
C -26.693 -2.586 -11.461
O -26.665 -1.592 -10.357
C -27.914 -1.249 -9.835
C -27.515 -0.473 -8.513
N -27.070 0.889 -8.742
C -26.628 1.492 -7.531
C -25.900 2.804 -7.750
O -24.798 2.461 -8.615
C -24.054 3.502 -9.104
H -27.128 -2.138 -12.354
H -27.072 -3.573 -11.194
H -25.638 -2.771 -11.661
H -28.507 -2.092 -9.480
H -28.412 -0.665 -10.609
H -26.811 -1.152 -8.030
H -28.380 -0.386 -7.856
H -26.277 0.731 -9.348
H -25.864 0.879 -7.053
H -27.560 1.448 -6.967
H -25.641 3.191 -6.765
H -26.551 3.440 -8.351
H -24.645 4.321 -9.514
H -23.399 2.964 -9.789
H -23.328 3.804 -8.348
C -19.799 3.852 -23.065
O -19.750 2.744 -22.647
N -19.628 4.962 -22.432
N -20.013 4.002 -24.303
H -19.848 5.736 -23.043
H -19.683 4.850 -21.430
H -20.087 3.159 -24.854
H -20.185 4.921 -24.684
*
```

---

Most stable pick: <Q>. Distance to second place: 0.1749 hartree.